# 1
The following is a quantum chemistry calculation of a molecular structure, C21H20N6O4RuS3, from OMol25.

Computed properties:
Charge = -1
Gap between HOMO and LUMO (alpha / beta) = 7.10 / 6.66 eV
Spin multiplicity = 2
⟨S²⟩ = 0.755

Atoms and positions in Å:
Ru 0.218420 0.910895 -0.562195
C -6.449928 1.788919 0.282745
C -5.047340 1.291798 0.504097
C -4.389666 1.497478 1.716477
C -3.089148 1.090399 1.914913
C -2.357976 0.425857 0.916475
N -1.026834 0.037549 1.085236
C -0.786067 -0.521222 2.325126
C -1.709010 -1.427309 2.897061
C -1.519670 -2.021159 4.124184
C -0.372089 -1.783313 4.878705
C -0.130598 -2.468072 6.195750
C 0.557490 -0.915257 4.335979
C 0.354858 -0.284915 3.110539
N 1.339814 0.647594 2.699971
C 2.038599 1.482819 3.490339
C 3.073538 1.993215 2.740879
C 2.916059 1.405179 1.482277
N 1.859963 0.596259 1.457204
C -3.041160 0.223866 -0.288549
C -4.344433 0.654154 -0.502143
N -2.384796 -0.487626 -1.323793
C -2.932094 -1.345316 -2.202589
C -1.919546 -1.828379 -3.001639
C -0.764273 -1.208576 -2.527929
N -1.058269 -0.403876 -1.509562
H -7.035346 1.737058 1.201596
H -6.964622 1.199679 -0.477591
H -6.454966 2.830274 -0.048495
H -4.898588 2.029797 2.512476
H -2.592561 1.310154 2.850163
H -2.606505 -1.650809 2.334945
H -2.275036 -2.704412 4.498480
H -1.056067 -2.572651 6.764534
H 0.574093 -1.903837 6.807811
H 0.282327 -3.471526 6.061723
H 1.477180 -0.705508 4.870537
H 1.724325 1.667840 4.502757
H 3.812602 2.711359 3.046706
H 3.494297 1.541230 0.585512
H -4.798126 0.507766 -1.475573
H -3.984317 -1.563275 -2.162137
H -1.999589 -2.539976 -3.803103
H 0.251536 -1.297321 -2.862953
O 2.977264 3.339499 -2.600482
S 2.300148 2.255182 -1.947952
O 1.650844 2.634706 -0.643227
O 3.167740 1.072199 -1.769242
S 0.554149 1.663450 -2.809443
S -1.409118 4.278526 1.925902
C -1.136954 3.265384 0.692958
N -0.974682 2.535501 -0.209350
O 1.558361 -0.788235 -0.887431
H 2.284668 -0.237703 -1.315363
H 1.830361 -0.811985 0.049334

Forces on the atoms, in the same order (eV/Å):
-1.008 0.068 -0.582
-0.021 0.038 -0.024
-0.035 -0.055 -0.016
-0.015 0.034 0.041
0.045 -0.080 -0.055
-0.113 0.015 -0.145
0.056 0.389 0.311
0.187 -0.223 -0.014
0.023 -0.023 -0.077
-0.025 -0.035 0.019
0.045 0.044 -0.009
0.000 -0.023 0.046
-0.034 -0.016 -0.010
-0.117 0.049 -0.036
-0.032 -0.051 -0.074
-0.025 0.051 0.000
-0.029 -0.033 0.039
-0.006 -0.059 -0.033
0.396 0.039 0.220
0.126 -0.033 0.190
0.054 0.067 0.045
-0.021 0.033 0.031
-0.001 -0.046 0.033
-0.058 -0.023 0.035
0.074 -0.023 0.099
-0.249 0.070 -0.210
0.005 -0.007 0.005
0.003 -0.001 -0.006
0.016 0.003 0.004
-0.004 -0.002 0.001
-0.002 0.006 0.011
-0.002 0.000 -0.004
-0.004 0.001 0.013
-0.008 0.010 -0.010
0.007 -0.002 0.001
0.001 0.000 -0.018
0.005 -0.008 0.004
0.020 -0.004 0.014
-0.006 0.024 -0.002
0.007 0.029 0.007
-0.009 0.000 -0.008
0.000 -0.021 -0.015
-0.006 0.001 -0.013
0.022 0.038 0.007
-0.190 0.053 -0.045
-0.154 0.239 0.206
0.515 -0.485 0.417
0.032 0.005 -0.070
0.378 -0.276 -0.462
-0.036 0.098 0.125
-0.103 0.107 -0.265
0.048 -0.159 0.213
0.310 0.499 0.078
-0.080 -0.201 0.037
0.017 -0.124 -0.049

# 2
The following is a quantum chemistry calculation of 7 unconnected molecules or ions with the total composition C33H67FNO12S8, from OMol25.

Computed properties:
Charge = +1
Gap between HOMO and LUMO = 7.60 eV

Atoms and positions in Å:
C 1.439100 4.902611 -3.536834
C 1.538713 3.401980 -3.907475
C 0.785537 2.466269 -2.948596
O 1.570549 1.772760 -1.966386
N 2.172178 2.547970 -0.991405
S 1.342183 3.911969 -0.201956
C -0.348701 3.369850 0.141717
C -1.354483 4.417200 -0.389676
O -1.184426 5.598259 -0.239109
O -2.438314 3.921246 -1.068220
C -3.271766 3.084823 -0.244221
C -3.278799 1.603194 -0.720597
C -2.648040 0.715578 0.402138
O -4.601099 1.160739 -1.014340
C -4.662495 0.385842 -2.149715
O -4.237811 0.777725 -3.213662
C -5.328103 -0.992448 -2.102359
S -4.993050 -1.980856 -0.604405
C 3.562310 3.073000 -1.263603
O 4.253433 1.880943 -1.571127
C 3.717726 0.813692 -0.743483
C 3.523133 -0.547991 -1.365177
C 4.645426 -1.344032 -1.471742
C 4.566698 -2.604733 -1.995805
C 3.368979 -3.132780 -2.435562
C 2.261338 -2.327736 -2.356835
C 2.335888 -1.063472 -1.838979
C 2.573114 1.501989 0.054800
C 1.474922 0.671227 0.722344
C 1.582485 0.827012 2.251055
F 0.789839 1.861204 2.727873
H 0.393014 5.202115 -3.343905
H 1.795524 5.540226 -4.351071
H 2.075270 5.162835 -2.685355
H 2.612555 3.177588 -3.946657
H 1.187447 3.321787 -4.939821
H -0.078876 3.012373 -2.549424
H 0.360889 1.672257 -3.570453
H -0.569899 3.216268 1.200077
H -0.530796 2.469031 -0.450156
H -4.315857 3.418665 -0.258367
H -2.958439 3.161764 0.802014
H -2.586174 1.563623 -1.566223
H -2.786635 1.145793 1.397836
H -1.588966 0.594167 0.162580
H -3.138070 -0.258910 0.405016
H -4.907372 -1.555524 -2.934239
H -6.410525 -0.931849 -2.238822
H -5.213790 -1.132626 0.421158
H 4.069211 3.535693 -0.409732
H 3.647998 3.807594 -2.065125
H 4.531319 0.631368 -0.021553
H 5.620210 -0.987448 -1.146202
H 5.445119 -3.235893 -2.089399
H 3.277086 -4.137182 -2.833097
H 1.308831 -2.725617 -2.694784
H 1.417740 -0.489675 -1.778968
H 3.077891 2.096225 0.816065
H 0.467047 0.878755 0.367238
H 1.649009 -0.396299 0.551159
H 2.618655 0.981119 2.568692
H 1.224903 -0.108802 2.693058
C 1.723512 -7.097357 -0.291329
S 0.883481 -6.826325 -1.854420
O 1.765260 -5.956755 -2.688928
C -0.414610 -5.781913 -1.192755
H 2.607165 -7.705623 -0.477616
H 2.024075 -6.143174 0.141017
H 1.057789 -7.623783 0.390599
H 0.027617 -4.909630 -0.707599
H -1.017172 -6.342818 -0.478497
H -1.045193 -5.458929 -2.019987
C -2.532627 8.889603 -4.791916
S -1.436019 7.705097 -4.000944
O -0.161854 7.683406 -4.766486
C -2.371416 6.239752 -4.471039
H -2.114217 9.884270 -4.652648
H -2.607096 8.670153 -5.857258
H -3.516627 8.839991 -4.325407
H -2.450813 6.184921 -5.557216
H -3.363312 6.282530 -4.021032
H -1.843555 5.363490 -4.099374
C 5.452579 8.003622 0.535807
S 5.917967 6.567525 -0.435324
O 4.652438 5.917793 -0.893142
C 6.546378 5.598041 0.941995
H 4.994758 8.730814 -0.131679
H 4.737682 7.713372 1.306082
H 6.343761 8.436821 0.989394
H 5.761587 5.463312 1.687793
H 7.402519 6.107721 1.382824
H 6.860463 4.627655 0.560445
C -4.318421 -6.224620 2.753128
S -3.853486 -5.620396 1.126547
O -2.644824 -6.384975 0.694216
C -3.291253 -4.011607 1.681901
H -4.667749 -7.250693 2.648183
H -3.454587 -6.196993 3.416899
H -5.120808 -5.604908 3.152716
H -2.494884 -4.132713 2.414664
H -4.124616 -3.468519 2.120280
H -2.913499 -3.464660 0.817836
C 0.791471 -8.844801 4.828644
S 0.503824 -8.334175 3.128681
O 0.827732 -6.883536 3.041251
C -1.285240 -8.479490 3.186464
H 1.860499 -8.789464 5.024579
H 0.260094 -8.178211 5.508379
H 0.450334 -9.871467 4.961521
H -1.680326 -7.836350 3.973630
H -1.558087 -9.518708 3.373612
H -1.684388 -8.164683 2.221896
C -2.944263 -0.794852 5.765689
S -2.578773 -2.261383 4.791550
O -3.879460 -2.804737 4.317574
C -2.050837 -3.280373 6.173992
H -3.333941 -0.030140 5.096401
H -3.691229 -1.032313 6.523011
H -2.029270 -0.434412 6.236231
H -2.856340 -3.355382 6.904634
H -1.164419 -2.840560 6.631124
H -1.808559 -4.270911 5.793210

Forces on the atoms, in the same order (eV/Å):
-0.080 -0.030 -0.119
0.699 1.278 0.340
-0.281 0.604 -1.930
-0.509 0.688 -0.465
-0.281 0.168 2.731
-0.456 1.077 0.022
-0.884 -0.226 -0.925
0.276 1.216 -0.005
-0.016 -1.134 -0.289
0.183 0.210 0.579
-0.774 -0.866 -0.117
1.444 0.636 1.652
-0.656 0.081 -0.603
0.207 -0.890 -0.394
-0.098 0.199 -1.712
-0.010 -0.170 1.210
-0.182 0.575 1.111
0.270 -0.400 -0.024
1.815 -0.890 -1.484
-0.874 -0.007 -0.622
0.949 -0.336 1.459
0.118 0.898 -0.420
0.862 0.244 0.317
0.529 -1.254 -0.460
0.172 -0.129 -0.151
-0.943 -0.740 -0.344
-0.982 0.719 0.186
0.480 -0.419 -0.709
0.801 -0.013 0.620
-0.512 -0.874 -0.423
0.140 0.183 -0.079
0.501 -0.076 0.087
-0.164 -0.203 -0.025
-0.335 0.000 0.067
-0.252 -0.474 -0.033
-0.235 -0.448 0.255
0.297 -0.176 0.494
0.231 -0.329 0.520
0.454 -0.213 -0.062
0.096 -0.075 0.422
0.314 0.387 -0.333
0.081 -0.046 -0.181
-0.684 -0.109 -0.403
0.144 -0.010 -0.123
-0.094 -0.130 0.355
0.332 -0.037 -0.107
-0.060 0.028 0.112
0.154 0.283 -0.080
-0.243 0.186 -0.523
-1.113 0.169 0.413
-0.423 -0.336 -0.152
-0.310 0.076 0.098
-0.167 0.099 0.054
0.085 0.245 0.153
0.069 0.050 0.103
0.046 0.110 0.034
0.142 -0.005 -0.048
-0.268 0.094 -0.066
0.161 0.048 0.076
0.063 0.214 -0.314
-0.157 0.129 0.005
-0.037 0.263 0.202
0.131 0.015 0.048
-0.107 0.022 0.006
0.090 0.111 0.035
0.073 0.000 0.005
-0.040 -0.010 -0.097
-0.069 0.021 -0.013
-0.022 0.039 -0.022
0.092 -0.040 -0.008
0.085 0.069 -0.122
0.039 -0.078 -0.052
-0.059 0.025 -0.152
-0.037 0.027 0.225
-0.069 -0.064 -0.096
-0.087 -0.022 -0.134
0.056 -0.042 0.045
0.049 -0.032 0.009
0.029 -0.015 0.041
0.047 0.042 0.001
0.026 0.006 0.039
0.020 0.041 0.043
-0.108 0.045 0.077
0.159 0.150 -0.068
-0.102 -0.253 0.177
-0.074 -0.097 0.090
0.027 -0.053 -0.057
0.002 -0.055 -0.030
0.026 -0.021 -0.045
-0.029 0.057 -0.029
0.008 0.005 -0.036
0.021 0.046 -0.072
0.000 -0.089 0.109
-0.105 0.082 -0.052
-0.216 -0.081 0.318
0.170 0.052 -0.229
0.007 0.019 -0.083
0.027 0.064 -0.043
0.023 0.040 -0.030
-0.027 -0.085 0.015
-0.003 -0.045 0.075
-0.022 -0.150 -0.056
0.027 -0.007 0.113
-0.052 -0.072 0.013
-0.054 0.034 0.094
-0.132 -0.035 -0.064
0.000 0.014 -0.071
-0.017 0.037 -0.060
0.010 -0.002 -0.040
0.078 0.014 0.023
0.049 -0.006 0.001
0.068 0.073 0.002
-0.017 0.078 0.079
0.102 0.070 0.131
-0.125 0.056 0.182
0.006 -0.064 0.098
0.008 -0.053 -0.046
-0.007 -0.062 -0.039
0.015 -0.016 -0.028
-0.044 0.039 -0.057
0.012 0.004 -0.041
0.006 0.040 -0.072

# 3
The following is a quantum chemistry calculation of 2 unconnected molecules or ions with the total composition C9H16N2O, from OMol25.

Computed properties:
Charge = 0
Gap between HOMO and LUMO = 10.03 eV
SMILES string = [H]/N=C(\N)C#CC.CCC(=O)CC

Atoms and positions in Å:
C -1.323644 -2.293307 -0.294599
C -2.436144 -1.347553 -0.260011
C -3.357473 -0.570799 -0.171677
C -4.469671 0.346176 -0.015972
C 1.187005 2.356068 0.141412
C 1.795644 1.174205 -0.659193
C 1.998092 -0.135035 0.077698
C 3.320338 -0.330095 0.775729
C 4.462520 -0.663336 -0.212498
H -1.704320 -3.324372 -0.190573
H -0.832465 -2.202929 -1.288879
H -0.643943 -2.066847 0.510948
H -6.337557 0.274197 0.812914
H -5.545290 -1.239943 0.720268
H -5.233460 2.069243 -0.024612
H 1.217835 3.285260 -0.440933
H 0.120692 2.182210 0.366843
H 1.757011 2.542343 1.050395
H 2.768578 1.524685 -1.040577
H 1.148679 0.974731 -1.528331
H 3.581872 0.569847 1.356059
H 3.188266 -1.120119 1.513664
H 5.420026 -0.836714 0.290669
H 4.588811 0.107401 -0.971743
H 4.181926 -1.590598 -0.744347
N -5.649831 -0.306398 0.337057
N -4.339079 1.600250 -0.204380
O 1.135585 -0.978566 0.094675

Forces on the atoms, in the same order (eV/Å):
-0.687 -0.356 -0.938
-0.761 0.411 0.293
0.668 -0.241 -0.202
-0.120 -0.230 0.143
-0.349 -0.359 -0.099
0.009 0.712 -0.737
0.014 0.767 0.097
0.591 0.216 0.427
-0.599 -0.661 -0.101
0.140 0.392 -0.029
-0.001 -0.116 0.855
0.258 -0.090 -0.061
0.254 -0.326 -0.229
-0.031 0.356 -0.110
0.223 -0.045 -0.091
0.124 -0.323 -0.053
0.525 -0.074 0.145
-0.138 -0.047 0.171
-0.212 -0.223 0.053
0.223 -0.005 0.286
-0.144 -0.042 -0.310
0.065 -0.194 -0.132
-0.274 0.124 -0.023
0.056 0.101 0.098
0.275 0.316 0.170
-0.164 0.113 0.292
-0.134 -0.094 0.062
0.191 -0.084 0.023

# 4
The following is a quantum chemistry calculation of a single C3H7NO molecule, from OMol25.

Computed properties:
Charge = 0
Gap between HOMO and LUMO = 9.35 eV
SMILES string = C=C(N)CO

Atoms and positions in Å:
C -0.241170 0.271604 0.134579
C -0.117068 -1.217125 -0.028285
C -0.025600 0.838804 1.337153
N -0.660322 1.003377 -0.960179
O 0.899766 -1.321285 -1.109319
H 1.684656 -0.850212 -0.782769
H -0.387359 1.980930 -0.938290
H -0.425794 0.547340 -1.842192
H 0.275683 -1.725423 0.855405
H -1.049204 -1.673037 -0.371710
H -0.197538 1.897138 1.500074
H 0.243952 0.247888 2.205533

Forces on the atoms, in the same order (eV/Å):
-0.508 0.332 2.160
1.622 0.887 -1.497
-0.101 -0.230 -0.218
0.128 -0.323 -0.828
-0.630 -0.639 0.550
-0.383 -0.236 -0.068
-0.135 -0.348 -0.053
-0.070 0.352 0.326
-0.339 0.243 0.046
0.305 -0.035 -0.158
0.159 -0.002 -0.067
-0.047 -0.002 -0.192

# 5
The following is a quantum chemistry calculation of a molecular structure, C3H3InLi2O3, from OMol25.

Computed properties:
Charge = +2
Gap between HOMO and LUMO = 7.35 eV

Atoms and positions in Å:
O 0.668805 1.496827 -1.295859
Li 1.513058 2.484829 0.030143
C 0.187237 0.439286 -0.819434
O -1.131682 0.231603 -1.047699
C -1.482865 -1.203867 -0.963918
H -1.515418 -1.589230 -1.994691
H -2.511111 -1.233884 -0.571747
In 0.144469 -1.565715 0.296956
C 1.326465 0.459768 1.213034
O 0.760340 -0.513372 1.860352
Li -0.243712 0.865665 2.550135
H 2.284415 0.128088 0.742727

Forces on the atoms, in the same order (eV/Å):
-0.786 -2.595 1.715
0.091 0.210 -0.195
1.089 3.515 -2.423
0.074 -1.665 0.339
-2.325 1.649 -1.399
0.589 -0.333 0.563
0.542 -0.270 0.257
0.244 -1.839 -1.178
1.365 1.332 -0.118
-0.385 -0.529 2.099
-0.089 0.435 0.533
-0.410 0.088 -0.193

# 6
The following is a quantum chemistry calculation of 2 unconnected molecules or ions with the total composition CH7N2O, from OMol25.

Computed properties:
Charge = +1
Gap between HOMO and LUMO = 12.27 eV

Atoms and positions in Å:
O 1.037575 -1.072339 -1.675456
H 0.194746 -0.517137 -0.480284
H 1.280528 -1.980325 -1.464242
H 1.384311 -0.890624 -2.549637
N -0.525581 -0.335476 0.296009
C -0.288434 0.900181 1.054741
N -1.123026 1.828506 1.076864
H -1.463170 -0.379943 -0.121974
H -0.575826 -1.077874 1.004496
H 0.703330 0.851799 1.490252
H -0.624454 2.673231 1.369230

Forces on the atoms, in the same order (eV/Å):
-0.028 -0.326 0.410
-0.249 0.034 0.366
0.165 -0.102 -0.200
0.073 0.214 -0.293
-1.384 -0.678 0.799
0.295 0.760 -0.354
0.884 -0.416 -1.020
0.092 0.566 -0.150
0.552 -0.339 -0.408
0.227 0.280 0.021
-0.628 0.007 0.828

> The lowest charge belongs to which entry?

C21H20N6O4RuS3